32
Properties=species:S:1:pos:R:3:mulliken_charge:R:1 method="wB97M-V/def2-TZVPD" relative_energy_kcal_mol=120.1 charge=-1 total_energy_ev=-22861.7256 e_homo_ev=-6.57 orbital_gap_ev=9.21
O -4.6443 0.3230 0.4835 -0.691
H -4.2094 0.8025 1.3070 0.342
H -3.8586 0.3989 -0.2143 0.357
O -2.1274 -0.2960 0.9048 -0.759
H -1.4327 -0.3466 0.1554 0.432
H -1.8189 -0.3163 -3.9732 0.279
O -0.8201 1.3092 2.8935 -0.647
H -0.8313 0.6108 -1.2624 0.183
H -1.2068 -1.8984 2.7336 0.286
O 2.6794 -4.1660 -0.5622 -0.515
H 1.9763 -3.9192 -1.0554 0.300
H 1.9049 2.4647 -1.8846 0.360
O 3.6183 -1.4723 2.6654 -0.668
H 0.2557 1.5993 -3.9223 0.353
H 3.3066 -3.7769 -0.8803 0.216
O -0.4033 -1.7584 3.1555 -0.588
H 0.2067 -1.5339 2.3504 0.296
H -0.9078 -0.4731 -2.5115 0.386
O -0.7709 -0.3216 -3.6542 -0.787
H -0.0654 1.5961 2.5780 0.262
O -0.8767 -0.2999 -1.1027 -0.988
H -1.4218 0.7842 2.1935 0.370
H 1.4731 0.1632 0.5684 0.320
O 2.0556 0.6107 1.1985 -0.623
H 2.0141 1.4676 0.6851 0.270
H -2.7838 -0.8769 0.8204 0.294
O -0.1937 2.4410 -3.5378 -0.663
H 3.5169 -0.5833 2.1462 0.361
H -0.4654 2.1208 -2.6852 0.286
O 1.9277 3.0662 -0.9738 -0.680
H 2.6296 -1.4205 2.8072 0.329
H 1.2737 3.7009 -1.4267 0.328